Entry 1:
Computed, not measured: C30H20AsCl2N3O9SW as an isolated structure, with ωB97M-V/def2-TZVPD.

Output
HOMO (spin up / spin down) ... -8.6 / -8.6 eV
Relative energy (zero: lowest compared OMol25 entry of this formula, charge and spin) ... 38.64 kcal/mol
Spin multiplicity ... 1

```
67
C30H20AsCl2N3O9SW ωB97M-V/def2-TZVPD
W 0.401 1.706 -0.580
O -0.683 1.966 -2.118
As 3.024 1.774 -1.699
O 1.454 1.177 -2.266
O 2.266 1.392 -0.115
C 2.568 3.659 -2.305
C 3.273 3.854 -3.489
C 3.014 4.928 -4.337
C 2.032 5.844 -4.009
C 1.328 5.694 -2.822
C 1.591 4.619 -1.991
S 0.764 4.579 -0.421
O 1.648 3.657 0.315
O 0.547 5.912 0.028
O -0.505 3.749 -0.512
H -0.199 1.621 -2.887
H 4.051 3.149 -3.770
H 3.588 5.044 -5.246
H 1.826 6.686 -4.656
H 0.592 6.426 -2.517
Cl 0.546 1.613 4.374
C -0.897 1.499 3.454
C -2.138 1.350 4.111
C -3.304 1.253 3.407
Cl -4.804 1.067 4.256
C -3.311 1.304 1.991
C -4.434 1.228 1.139
C -4.250 1.308 -0.214
C -2.954 1.463 -0.744
N -1.900 1.532 0.031
C -2.066 1.453 1.370
C -0.857 1.540 2.085
O 0.234 1.677 1.345
H -2.153 1.313 5.191
H -5.421 1.111 1.563
H -5.088 1.256 -0.894
H -2.771 1.525 -1.808
O -0.929 -0.685 -2.596
C -0.548 -1.093 -1.526
N -0.594 -2.390 -1.104
C 0.145 -2.606 0.127
C 0.413 -1.146 0.560
O 0.913 -0.863 1.610
N 0.003 -0.309 -0.483
C 1.465 -3.316 -0.167
C 2.646 -2.607 -0.361
C 3.810 -3.274 -0.720
C 3.803 -4.649 -0.890
C 2.628 -5.361 -0.694
C 1.466 -4.698 -0.331
C -0.674 -3.296 1.203
C -0.055 -3.657 2.398
C -0.793 -4.236 3.417
C -2.153 -4.467 3.252
C -2.771 -4.111 2.065
C -2.034 -3.523 1.043
H -0.656 -3.105 -1.811
H 2.675 -1.533 -0.218
H 4.725 -2.713 -0.862
H 4.712 -5.167 -1.167
H 2.617 -6.437 -0.817
H 0.555 -5.259 -0.158
H 1.002 -3.472 2.529
H -0.305 -4.507 4.344
H -2.727 -4.923 4.049
H -3.830 -4.287 1.929
H -2.522 -3.233 0.122
```

---

Entry 2:
Computed, not measured: a 6-piece molecular cluster, C30H20BF4O20 overall in a non-equilibrium geometry, with ωB97M-V/def2-TZVPD.

Output
HOMO ... -6.9 eV
Total charge ... -1
Relative energy (zero: lowest compared OMol25 entry of this formula, charge and spin) ... 2.08 kcal/mol
Spin multiplicity ... 1

```
75
C30H20BF4O20 ωB97M-V/def2-TZVPD
B -0.422 -0.944 0.431
F -0.898 -0.063 1.436
F 0.022 -0.147 -0.614
F 0.642 -1.657 0.892
F -1.424 -1.867 -0.012
C -5.613 -3.877 -3.233
C -6.210 -2.529 -2.819
C -5.485 -1.508 -2.095
O -6.098 -0.494 -1.701
C -4.077 -1.807 -1.903
C -3.507 -3.030 -2.391
C -4.180 -4.117 -3.159
O -3.676 -5.076 -3.642
O -2.276 -3.620 -1.790
O -7.501 -2.340 -3.081
H -6.116 -4.732 -3.550
H -3.456 -1.163 -1.238
H -1.885 -3.030 -1.151
H -7.648 -1.433 -2.875
C -5.312 3.508 0.705
C -4.211 2.941 1.516
C -3.406 3.755 2.421
O -2.431 3.242 2.971
C -3.865 5.085 2.695
C -4.989 5.609 1.865
C -5.740 4.865 0.916
O -6.665 5.227 0.194
O -5.323 7.016 1.932
O -3.727 1.656 1.316
H -5.977 3.009 0.055
H -3.163 5.772 3.185
H -6.187 7.057 1.394
H -3.188 1.440 1.912
C 6.716 -0.712 -0.781
C 6.536 0.303 0.365
C 5.351 1.022 0.639
O 5.162 1.843 1.613
C 4.135 0.584 -0.063
C 4.247 -0.407 -1.335
C 5.507 -1.054 -1.607
O 5.441 -2.040 -2.411
O 3.195 -0.540 -2.142
O 7.583 0.574 1.171
H 7.679 -1.109 -1.100
H 3.188 1.060 0.254
H 2.453 0.039 -1.846
H 7.372 1.476 1.753
C 3.331 -5.865 -3.359
C 2.865 -5.087 -4.534
C 2.002 -3.947 -4.479
O 1.688 -3.394 -5.480
C 1.644 -3.462 -3.231
C 2.238 -4.086 -1.981
C 3.089 -5.234 -2.075
O 3.662 -5.653 -0.976
O 1.902 -3.715 -0.697
O 3.110 -5.633 -5.813
H 3.811 -6.852 -3.357
H 0.961 -2.833 -3.114
H 1.711 -2.796 -0.616
H 2.850 -4.972 -6.492
C 2.593 3.327 5.754
C 2.388 4.392 4.698
C 1.515 4.374 3.529
O 1.322 5.337 2.769
C 0.986 3.039 3.247
C 1.120 1.923 4.283
C 2.108 2.002 5.355
O 2.358 1.032 6.070
O 0.515 0.755 4.166
O 2.973 5.679 4.931
H 3.293 3.633 6.589
H 0.427 3.068 2.287
H -0.008 0.987 3.384
H 2.974 6.193 4.043
```